(1)
A structure of composition C15H9Br5N2O6Ru, computed with ωB97M-V with the def2-TZVPD basis set.

Structure (ORCA input):
```
! RIJCOSX wB97M-V def2-TZVPD def2/J DEFGRID3
* xyz 0 5
Ru 0.198 0.246 0.274
Br -6.390 2.027 -1.272
C -4.854 1.676 -0.268
C -4.809 2.070 1.120
Br -6.298 2.908 1.895
C -3.697 1.833 1.869
Br -3.546 2.299 3.678
C -2.550 1.196 1.282
O -1.488 0.950 1.901
C -2.629 0.772 -0.116
O -1.622 0.141 -0.609
C -3.786 1.043 -0.862
Br -3.771 0.491 -2.656
Br 0.926 -3.093 -1.479
C 1.832 -1.524 -2.047
C 3.036 -1.645 -2.710
C 3.657 -0.477 -3.124
C 3.068 0.744 -2.861
C 1.881 0.759 -2.156
N 1.264 -0.364 -1.767
C 1.227 2.055 -1.739
O 1.478 3.067 -2.346
O 0.437 1.986 -0.688
H 3.471 -2.619 -2.885
H 4.608 -0.528 -3.640
H 3.507 1.683 -3.164
N -0.230 -1.528 1.471
C 0.852 -2.232 2.218
C 1.872 -1.237 2.743
C 2.619 -0.673 1.555
O 3.649 -1.157 1.163
O 2.027 0.369 0.955
H -0.904 -1.132 2.120
H -0.727 -2.198 0.892
H 1.334 -2.926 1.532
H 0.415 -2.808 3.032
H 2.575 -1.737 3.404
H 1.366 -0.437 3.286
*
```

* total energy: -14102.9402 Ha
* Kohn-Sham gap (alpha / beta): 0.3081 / 0.2375 hartree
* <S²>: 6.03
* energy relative to the best compared isomer or geometry (same formula, charge and spin): 0.0000 eV
* E_HOMO (alpha / beta): -8.448 / -9.046 eV
* LUMO (alpha / beta): -0.06 / -2.58 eV

The computed Mulliken charges, all in e, follow: Ru 1.199; Br -0.116; C 0.420; C 0.161; Br -0.127; C -0.351; Br -0.082; C 0.738; O -0.712; C 0.764; O -0.601; C -0.476; Br -0.084; Br -0.153; C 0.172; C -0.557; C -0.325; C -0.625; C 0.863; N -0.085; C 0.243; O -0.631; O -0.615; H 0.426; H 0.417; H 0.486; N -0.431; C -0.698; C -0.457; C 0.592; O -0.562; O -0.760; H 0.355; H 0.256; H 0.302; H 0.394; H 0.379; H 0.281

(2)
A cluster of 2 separate species, C15H9F3N2O2S in total at a distorted geometry, computed with ωB97M-V with the def2-TZVPD basis set.

Structure (ORCA input):
```
! RIJCOSX wB97M-V def2-TZVPD def2/J DEFGRID3
* xyz 0 1
C -1.859 -1.505 -1.084
C -0.905 -0.526 -1.736
C 0.705 -0.912 -1.612
C 1.500 -0.305 -0.283
C 3.084 -0.632 0.009
N 3.901 -0.166 1.203
S 5.449 -0.954 0.831
N 5.204 -1.813 -0.706
C 3.768 -1.598 -1.149
C 3.030 -2.223 -2.506
C 1.424 -1.855 -2.744
C 0.717 -2.508 -4.071
F 1.778 -2.508 -5.146
F 0.345 -3.944 -3.881
F -0.417 -1.735 -4.626
H -2.602 -1.227 -0.222
H -1.856 -2.649 -1.423
H -1.245 0.429 -2.332
H 0.897 0.378 0.467
H 3.556 -2.923 -3.285
C -1.165 1.461 2.960
C -1.559 2.075 4.080
C -2.629 3.092 4.060
O -2.988 3.656 5.084
C -3.247 3.402 2.756
C -2.854 2.788 1.636
C -1.784 1.771 1.656
O -1.424 1.207 0.632
H -0.381 0.713 2.957
H -1.115 1.858 5.044
H -4.031 4.150 2.759
H -3.297 3.005 0.672
*
```

* total energy: -1534.2256 Ha
* Kohn-Sham gap: 0.2368 hartree
* E_HOMO: -8.443 eV
* LUMO: -2.00 eV

The computed Mulliken charges, all in e, follow: C -0.457; C -0.371; C 0.363; C -0.381; C 0.558; N -0.507; S 0.220; N -0.492; C 0.369; C -0.710; C 0.162; C 0.704; F -0.273; F -0.227; F -0.216; H 0.214; H 0.230; H 0.275; H 0.187; H 0.312; C -0.183; C -0.424; C 0.323; O -0.549; C -0.381; C -0.334; C 0.297; O -0.373; H 0.440; H 0.404; H 0.395; H 0.423

(3)
A structure of composition C16H10BBrCoF4N2O at a distorted geometry, computed with ωB97M-V with the def2-TZVPD basis set.

Structure (ORCA input):
```
! RIJCOSX wB97M-V def2-TZVPD def2/J DEFGRID3
* xyz 1 5
Co 0.064 1.426 0.829
Br -5.979 1.391 -3.285
C -4.633 1.532 -1.963
C -4.705 2.552 -0.996
C -3.712 2.678 -0.069
C -2.601 1.788 -0.030
O -1.712 1.925 0.879
C -2.561 0.719 -1.007
C -1.533 -0.269 -0.997
N -0.549 -0.270 -0.156
C 0.434 -1.233 -0.023
C 0.606 -2.341 -0.836
C 1.685 -3.202 -0.633
C 2.571 -3.001 0.394
C 2.409 -1.915 1.280
C 3.274 -1.656 2.363
C 3.063 -0.548 3.146
C 1.993 0.304 2.852
N 1.166 0.085 1.844
C 1.343 -1.008 1.054
C -3.589 0.632 -1.955
H -5.547 3.227 -0.994
H -3.740 3.463 0.671
H -1.634 -1.073 -1.725
H -0.073 -2.532 -1.651
H 1.824 -4.028 -1.313
H 3.414 -3.662 0.527
H 4.089 -2.334 2.572
H 3.696 -0.327 3.989
H 1.800 1.173 3.470
H -3.566 -0.158 -2.691
F 3.270 2.222 -1.921
B 2.767 1.213 -1.278
F 3.397 0.704 -0.232
F 1.915 0.395 -1.880
F 1.354 2.127 -0.235
*
```

* total energy: -5181.5640 Ha
* Kohn-Sham gap (alpha / beta): 0.2727 / 0.1888 hartree
* <S²>: 6.08
* E_HOMO (alpha / beta): -11.926 / -11.988 eV
* LUMO (alpha / beta): -4.51 / -6.85 eV

The computed Mulliken charges, all in e, follow: Co 0.652; Br -0.079; C -0.037; C -0.422; C -0.656; C 0.903; O -0.919; C 0.123; C 0.628; N 0.106; C 0.438; C -0.663; C -1.052; C -0.848; C 1.299; C -0.566; C -0.660; C -0.040; N -0.613; C 0.802; C -0.740; H 0.445; H 0.463; H 0.259; H 0.333; H 0.411; H 0.444; H 0.458; H 0.430; H 0.463; H 0.487; F -0.184; B 0.488; F -0.219; F -0.222; F -0.710

(4)
The ion C16H10BCl4F3NO3S with charge -1 at a distorted geometry, computed with ωB97M-V with the def2-TZVPD basis set.

Structure (ORCA input):
```
! RIJCOSX wB97M-V def2-TZVPD def2/J DEFGRID3
* xyz -1 1
Cl 3.594 2.493 -2.661
B 2.718 0.819 -2.478
Cl 1.691 0.477 -4.050
Cl 3.958 -0.582 -2.351
O 1.888 0.928 -1.337
C 0.919 0.039 -0.881
C -0.367 0.258 -1.686
C -1.198 -0.827 -1.948
C -2.385 -0.636 -2.651
C -2.721 0.648 -3.089
Cl -4.193 0.899 -3.926
C -1.884 1.748 -2.837
C -0.697 1.542 -2.128
H 1.260 -1.015 -0.967
H -0.877 -1.808 -1.590
H -3.035 -1.479 -2.875
H -2.137 2.733 -3.211
H 0.007 2.358 -1.962
F 4.129 2.184 2.134
C 2.871 2.120 1.668
F 2.018 2.661 2.570
F 2.782 2.805 0.521
S 2.400 0.274 1.529
C 0.737 0.340 0.605
C -0.230 -0.528 1.384
C -1.506 -0.059 1.730
C -2.369 -0.839 2.500
C -1.967 -2.112 2.911
C -2.867 -2.958 3.650
N -3.611 -3.662 4.216
C -0.706 -2.594 2.547
C 0.148 -1.824 1.763
O 3.342 -0.403 0.682
O 2.160 -0.113 2.897
H 0.527 1.416 0.724
H -1.801 0.946 1.420
H -3.346 -0.454 2.805
H -0.370 -3.567 2.907
H 1.118 -2.229 1.467
*
```

* total energy: -3459.8466 Ha
* Kohn-Sham gap: 0.3030 hartree
* energy relative to the best compared isomer or geometry (same formula, charge and spin): 0.0000 eV
* E_HOMO: -6.312 eV
* LUMO: 1.93 eV

The computed Mulliken charges, all in e, follow: Cl -0.378; B 0.675; Cl -0.358; Cl -0.349; O -0.417; C -0.385; C -0.033; C -0.086; C -0.910; C 0.467; Cl -0.245; C -0.917; C -0.124; H 0.445; H 0.414; H 0.391; H 0.391; H 0.495; F -0.224; C 0.674; F -0.250; F -0.139; S 1.068; C -0.733; C 0.118; C -0.122; C -0.800; C 0.610; C -0.087; N -0.557; C -0.969; C 0.094; O -0.547; O -0.648; H 0.675; H 0.433; H 0.419; H 0.414; H 0.491

(5)
A cluster of 2 separate species, C16H10BrCl3NO3S in total at a distorted geometry, computed with ωB97M-V with the def2-TZVPD basis set.

Structure (ORCA input):
```
! RIJCOSX wB97M-V def2-TZVPD def2/J DEFGRID3
* xyz -1 1
Br 3.505 -1.734 -2.970
C 2.221 -0.480 -2.156
S 3.109 0.915 -1.332
C 4.332 1.500 -2.525
C 5.593 0.919 -2.524
C 6.544 1.343 -3.453
C 6.220 2.347 -4.376
C 4.968 2.977 -4.315
C 4.018 2.552 -3.381
O 2.071 1.915 -1.237
O 3.793 0.397 -0.185
H 1.619 -0.004 -2.940
H 5.832 0.144 -1.797
H 7.540 0.905 -3.449
H 6.953 2.656 -5.123
H 4.744 3.805 -4.980
H 3.049 3.038 -3.307
Cl 1.250 -1.245 -0.961
C -2.970 -2.421 1.479
Cl -1.953 -3.695 0.998
C -2.640 -1.739 2.763
O -1.491 -1.632 3.181
C -3.838 -1.211 3.502
C -5.062 -0.973 2.788
C -6.201 -0.598 3.544
C -6.093 -0.536 4.917
C -4.821 -0.703 5.510
N -3.736 -1.024 4.809
C -5.070 -1.206 1.375
Cl -6.335 -0.537 0.442
C -4.100 -2.018 0.774
H -7.149 -0.409 3.035
H -6.949 -0.339 5.552
H -4.705 -0.555 6.586
H -4.247 -2.357 -0.244
*
```

* total energy: -5248.9846 Ha
* Kohn-Sham gap: 0.1686 hartree
* energy relative to the best compared isomer or geometry (same formula, charge and spin): 0.0000 eV
* E_HOMO: -2.871 eV
* LUMO: 1.72 eV

The computed Mulliken charges, all in e, follow: Br -0.092; C -0.208; S 1.159; C 0.180; C -0.364; C -0.513; C -0.374; C -0.478; C -0.425; O -0.605; O -0.601; H 0.404; H 0.424; H 0.367; H 0.362; H 0.366; H 0.433; Cl -0.040; C 0.014; Cl -0.259; C 0.266; O -0.693; C 0.072; C 0.573; C -0.600; C -0.448; C -0.271; N -0.550; C 0.279; Cl -0.317; C -0.481; H 0.319; H 0.352; H 0.361; H 0.388

(6)
A structure of composition C16H10BrCl5Ti at a distorted geometry, computed with ωB97M-V with the def2-TZVPD basis set.

Structure (ORCA input):
```
! RIJCOSX wB97M-V def2-TZVPD def2/J DEFGRID3
* xyz 0 1
C -1.923 -0.706 -1.371
C -1.624 -1.123 -0.022
C -1.820 0.002 0.853
H -1.427 -2.154 0.331
C -2.070 1.147 0.063
C -2.133 0.752 -1.314
H -2.517 1.374 -2.118
H -2.023 -1.375 -2.227
H -1.922 -0.049 1.933
H -2.242 2.144 0.481
Ti 0.102 0.048 -1.359
Br 1.577 -1.637 -0.482
C 1.674 1.003 -2.592
C 0.473 1.780 -2.764
C -0.503 0.928 -3.391
H 0.333 2.835 -2.515
C 0.054 -0.393 -3.523
C 1.416 -0.330 -3.092
H 2.138 -1.125 -3.185
H 2.621 1.377 -2.199
H -1.440 1.253 -3.812
H -0.451 -1.265 -3.903
Cl 0.101 -3.235 2.027
C 0.625 -1.683 2.537
C 0.638 -0.588 1.738
C 0.930 0.667 2.146
Cl 0.845 2.014 1.050
C 1.262 0.859 3.521
Cl 1.444 2.419 4.203
C 1.427 -0.285 4.345
Cl 2.039 -0.134 5.933
C 1.090 -1.567 3.873
Cl 1.305 -2.951 4.833
*
```

* total energy: -6340.0169 Ha
* Kohn-Sham gap (alpha / beta): 0.1695 / 0.1685 hartree
* E_HOMO (alpha / beta): -6.301 / -6.291 eV
* LUMO (alpha / beta): -1.69 / -1.70 eV

The computed Mulliken charges, all in e, follow: C -0.930; C -0.305; C 0.021; H 0.494; C -0.843; C -0.346; H 0.590; H 0.619; H 0.507; H 0.427; Ti 0.142; Br -0.239; C -0.243; C -0.326; C -0.295; H 0.407; C -0.786; C -0.499; H 0.610; H 0.434; H 0.706; H 0.539; Cl -0.213; C 0.215; C -0.638; C 0.435; Cl -0.188; C 0.123; Cl -0.215; C 0.164; Cl -0.202; C 0.036; Cl -0.200